DFT (ωB97M-V/def2-TZVPD) results for 2 unconnected molecules or ions with the total composition C8H22NP3.

Positions of all 34 atoms, in Å:
C: 2.2319 0.5801 1.2035
C: 3.5777 -1.1327 -0.1848
C: 3.6287 1.3125 -0.7550
C: -3.0313 0.0053 1.1722
C: -1.6768 1.4662 -0.4946
C: -3.8662 0.4926 -1.2109
C: 2.7793 0.1816 -0.1835
C: -2.6171 0.3101 -0.3266
N: -0.4496 -1.1611 0.3550
P: 0.1466 -2.5637 1.1416
P: 1.3007 -0.2753 -1.2399
P: -1.6771 -1.2519 -0.8779
H: 1.4214 -0.1173 1.5165
H: 3.0498 0.4646 1.9314
H: 1.7845 1.6083 1.3982
H: 3.6793 -1.4595 -1.2523
H: 3.1277 -1.8790 0.3459
H: 4.6155 -0.9492 0.3382
H: 4.2495 1.8606 -0.0273
H: 4.3251 0.9235 -1.4068
H: 3.1091 2.1089 -1.2494
H: -2.3405 -0.7649 1.5458
H: -2.9713 1.0177 1.7177
H: -4.0746 -0.3709 1.1757
H: -2.0867 2.4547 -0.1905
H: -1.3528 1.6889 -1.6095
H: -0.7284 1.4179 0.1060
H: -4.7325 -0.1963 -0.8863
H: -4.2422 1.5983 -1.0619
H: -3.6054 0.2513 -2.2770
H: -0.8048 -2.5167 2.1877
H: -0.5523 -3.6090 0.4788
H: 0.3269 0.7211 -1.1393
H: -2.5441 -2.2169 -0.2407

As for the highest occupied orbital energy: -0.28949 Ha. For the total energy, the calculation gives -38005.2178 eV. The total charge is 0. The frontier orbital gap is 6.9 eV.

The molecule's Mulliken atomic charges, reported in e, are given here:
1 C -1.342
2 C -1.748
3 C -1.694
4 C -1.161
5 C -2.027
6 C -1.465
7 C 1.546
8 C 1.731
9 N -0.247
10 P -0.162
11 P 0.091
12 P -0.173
13 H 0.189
14 H 0.433
15 H 0.298
16 H 0.445
17 H 0.498
18 H 0.322
19 H 0.368
20 H 0.473
21 H 0.433
22 H 0.208
23 H 0.302
24 H 0.309
25 H 0.478
26 H 0.295
27 H 0.489
28 H 0.354
29 H 0.291
30 H 0.407
31 H 0.033
32 H 0.016
33 H -0.056
34 H 0.066